Here is a structure of composition C27H23ClN7O5STc from the OMol25 dataset. Energies are from ωB97M-V/def2-TZVPD.

```
65
Properties=species:S:1:pos:R:3:forces:R:3:lowdin_spin:R:1
Tc -1.062 -0.070 0.534 0.340 -0.168 0.093 2.403
Cl 5.373 3.340 -0.182 0.033 -0.001 -0.016 0.001
C 3.733 2.801 -0.076 0.024 -0.103 0.039 0.007
C 2.701 3.636 -0.521 -0.041 -0.022 0.009 0.009
C 1.394 3.226 -0.450 0.019 -0.101 0.010 0.005
C 1.057 1.958 0.059 0.176 0.144 0.019 0.013
O -0.215 1.646 0.114 -0.109 -0.048 0.006 0.112
C 2.105 1.110 0.497 -0.058 -0.037 -0.001 0.011
C 1.921 -0.225 0.965 -0.101 0.126 -0.007 0.036
N 0.799 -0.867 1.063 0.028 0.171 -0.116 0.009
C 0.743 -2.208 1.528 0.056 -0.259 0.108 0.001
C 1.798 -2.947 1.999 -0.157 0.099 -0.075 0.000
C 1.616 -4.289 2.386 0.005 -0.025 0.017 -0.002
C 0.394 -4.888 2.305 0.013 -0.003 0.005 -0.001
C -0.721 -4.149 1.848 0.024 0.086 -0.010 0.000
C -2.021 -4.689 1.745 -0.067 0.036 -0.033 0.013
C -3.054 -3.910 1.301 0.054 0.041 0.008 0.001
C -2.797 -2.574 0.963 -0.056 -0.067 -0.005 0.014
N -1.594 -2.047 1.054 -0.006 0.109 -0.039 0.008
C -0.542 -2.805 1.476 0.151 -0.157 0.092 0.005
C 3.441 1.563 0.426 -0.006 0.094 -0.038 0.007
H 2.947 4.612 -0.918 -0.005 0.022 -0.014 0.000
H 0.591 3.866 -0.786 -0.021 0.005 -0.007 0.000
H 2.835 -0.742 1.245 0.000 -0.004 0.014 0.001
H 2.789 -2.526 2.080 0.023 0.008 -0.010 0.000
H 2.471 -4.845 2.746 0.002 -0.012 -0.002 0.000
H 0.262 -5.922 2.591 -0.008 -0.012 0.007 0.000
H -2.186 -5.723 2.019 -0.001 -0.011 -0.003 0.001
H -4.057 -4.296 1.205 -0.008 -0.003 -0.003 0.000
H -3.582 -1.916 0.615 -0.006 -0.013 0.000 0.000
H 4.238 0.915 0.765 0.031 -0.004 -0.008 0.000
C 3.840 2.500 -4.274 0.032 0.030 -0.037 0.001
C 2.818 1.505 -3.812 -0.054 -0.041 0.036 0.003
C 1.519 1.521 -4.314 0.040 0.001 0.002 -0.001
C 0.578 0.598 -3.890 -0.062 0.015 -0.073 0.003
C 0.931 -0.344 -2.934 -0.101 -0.090 0.000 0.004
C 2.223 -0.396 -2.439 0.067 -0.033 0.060 0.003
C 3.159 0.524 -2.883 -0.002 0.011 -0.001 0.000
S -0.306 -1.440 -2.309 0.117 -0.044 -0.130 0.022
O -1.085 -1.926 -3.409 0.048 0.044 0.057 0.006
O 0.330 -2.353 -1.396 -0.006 0.044 -0.029 0.005
N -1.262 -0.487 -1.400 0.021 -0.058 0.401 0.100
C -2.286 0.307 -2.050 -0.266 0.155 -0.189 0.014
C -3.296 0.777 -1.009 -0.029 -0.096 -0.206 0.012
O -4.351 1.280 -1.265 0.045 0.026 -0.024 0.022
O -2.879 0.572 0.248 -0.250 0.154 0.176 0.081
H 3.377 3.314 -4.831 0.001 0.008 -0.003 0.000
H 4.575 2.024 -4.926 0.003 -0.001 0.001 0.000
H 4.383 2.924 -3.429 0.025 0.012 0.027 0.000
H 1.245 2.257 -5.059 -0.009 0.016 -0.005 0.000
H -0.416 0.596 -4.316 -0.008 -0.001 -0.010 0.000
H 2.488 -1.164 -1.724 0.003 -0.005 -0.005 0.000
H 4.173 0.481 -2.505 0.015 0.004 0.008 0.000
H -2.802 -0.271 -2.818 -0.014 0.049 0.007 0.000
H -1.871 1.207 -2.520 -0.023 0.018 0.018 0.005
N -4.187 2.125 2.902 0.175 -0.132 0.148 0.003
C -3.751 1.960 4.157 -0.033 0.065 -0.006 0.006
N -4.443 2.490 5.166 -0.031 -0.005 -0.008 0.003
N -2.636 1.289 4.486 -0.069 0.053 -0.202 0.019
C -1.954 0.857 3.483 -0.237 0.201 -0.155 0.034
N -1.380 0.516 2.534 0.328 -0.273 0.127 0.002
H -5.036 2.623 2.698 0.005 0.006 0.018 0.000
H -3.700 1.703 2.119 -0.062 -0.004 -0.034 0.001
H -5.288 3.012 5.023 0.000 -0.003 0.005 0.000
H -4.082 2.385 6.098 0.003 -0.014 -0.011 0.000
```
Forces are in eV/Å.

As for the expectation value of S²: 3.768. For the LUMO energy (spin up / spin down), the calculation gives -0.140 / -0.169 Eh. As for the spin multiplicity: 4. For the highest occupied orbital energy (spin up / spin down), the calculation gives -0.3986 / -0.4003 Eh. The value obtained for the max |F| is 0.009 Eh/bohr. Its energy above the lowest of the compared OMol25 structures with the same formula, charge and spin is 0.0 kJ/mol. The charge is +1.



Here is the ion C27H23FNO with charge +1 from the OMol25 dataset. Energies are from ωB97M-V/def2-TZVPD.

```
53
Properties=species:S:1:pos:R:3:forces:R:3:lowdin_charge:R:1
C -2.609 3.257 -1.411 -0.302 0.701 -0.202 0.023
C -2.035 1.937 -1.089 -1.314 0.006 0.208 -0.534
O -2.602 1.155 -0.375 0.180 -0.401 0.181 0.105
N -0.825 1.677 -1.701 1.190 0.302 -0.548 0.140
C -0.001 0.621 -1.381 -0.872 -1.597 0.656 -0.043
C 1.265 0.993 -0.661 3.213 -0.515 -1.226 -0.040
C 1.472 1.576 0.797 -2.263 1.368 1.259 -0.192
C 0.585 0.738 1.723 0.482 0.184 -0.799 -0.207
C -0.668 1.226 2.083 0.099 0.463 -0.018 -0.052
C -1.527 0.468 2.860 0.266 0.494 -0.251 -0.061
C -1.110 -0.804 3.237 -1.172 -0.327 0.269 -0.083
C 0.040 -1.379 2.738 0.661 0.248 -0.298 -0.059
C 0.907 -0.583 1.974 -0.190 -1.074 0.350 -0.058
C 2.914 1.918 1.294 -0.309 -0.853 -0.505 -0.153
C 3.420 3.202 1.090 -0.663 0.134 -0.385 -0.054
C 4.681 3.583 1.501 -0.066 0.078 0.264 -0.067
C 5.488 2.676 2.151 0.187 -0.675 0.191 -0.002
C 5.017 1.381 2.348 -0.103 -0.093 0.485 -0.221
F 5.823 0.482 3.010 -0.950 0.854 -0.673 0.045
C 3.717 1.001 1.987 0.604 -0.539 0.302 0.051
C -0.469 -0.729 -1.733 0.490 0.015 0.341 -0.092
C 0.403 -1.884 -1.802 -0.179 -1.019 0.214 0.000
C -0.099 -3.158 -2.034 1.037 0.493 -0.033 -0.003
C -1.483 -3.472 -2.184 -0.321 0.385 0.926 -0.131
C -2.009 -4.805 -2.095 0.368 0.417 -0.149 0.006
C -3.378 -5.023 -1.972 1.909 0.144 -0.808 -0.033
C -4.236 -3.931 -2.055 -0.156 0.539 -0.198 -0.053
C -3.747 -2.655 -2.228 -1.017 0.652 0.357 -0.001
C -2.368 -2.337 -2.218 1.055 -0.787 0.533 -0.121
C -1.826 -1.030 -2.040 -0.418 0.343 -0.694 0.110
H -2.663 3.409 -2.486 0.101 0.023 -0.178 0.098
H -3.625 3.265 -1.020 0.174 0.256 0.120 0.103
H -1.994 4.057 -0.990 -0.199 0.035 0.053 0.102
H -0.337 2.468 -2.130 -0.276 -0.139 0.575 0.175
H 1.907 0.079 -0.551 -0.308 0.780 -0.973 0.124
H 1.790 1.853 -1.227 -0.588 -1.648 0.048 0.168
H 0.975 2.569 0.770 0.237 -0.384 0.051 0.127
H -0.978 2.213 1.715 0.163 -0.312 0.351 0.117
H -2.497 0.913 3.112 0.422 -0.543 0.149 0.121
H -1.780 -1.376 3.867 0.087 -0.156 -0.018 0.107
H 0.280 -2.435 2.912 -0.120 0.522 0.092 0.115
H 1.800 -1.059 1.553 -0.273 0.330 0.183 0.112
H 2.786 3.972 0.668 -0.126 -0.096 -0.244 0.112
H 5.013 4.610 1.383 -0.072 -0.174 -0.055 0.118
H 6.437 2.982 2.555 0.275 -0.146 -0.030 0.123
H 3.380 0.012 2.343 0.183 0.689 -0.539 0.120
H 1.481 -1.757 -1.711 -0.296 -0.074 0.097 0.115
H 0.586 -4.008 -2.084 0.027 0.395 0.050 0.124
H -1.302 -5.648 -2.109 -0.381 0.466 0.102 0.126
H -3.737 -6.038 -1.948 -0.187 -0.067 0.286 0.117
H -5.295 -4.139 -2.003 -0.109 0.368 -0.026 0.117
H -4.458 -1.837 -2.253 -0.006 0.004 -0.090 0.123
H -2.510 -0.208 -2.179 -0.173 -0.070 0.249 0.116
```
Forces are in eV/Å.

As for the structure (SMILES): CC(=O)/[NH+]=C(/C[C@@H](c1ccccc1)c1cccc(F)c1)c1ccc2ccccc2c1. For the LUMO energy, the calculation gives -0.210 Eh. As for the spin multiplicity: 1. For the highest occupied orbital energy, the calculation gives -0.4292 Eh. The value obtained for the max |F| is 0.068 Eh/bohr. Its energy above the lowest of the compared OMol25 structures with the same formula, charge and spin is 0.0 kJ/mol. The charge is +1.



Number 1: E -74594.6895 eV. Number 2: E -34619.4957 eV.